ORCA calculation (ωB97M-V/def2-TZVPD) on a molecular structure, C18H27N2O5P2SSr in a non-equilibrium geometry.

Element x y z (Å)
Sr1 0.179 -0.299 -0.621
P1 -2.430 -1.034 0.364
C1 -3.258 -0.135 -0.880
C2 -2.773 1.201 -1.143
N1 -1.424 1.504 -1.039
C3 -0.970 2.757 -1.247
C4 -1.821 3.832 -1.465
C5 -3.168 3.585 -1.643
C6 -3.609 2.260 -1.583
C7 0.489 3.041 -1.190
P2 1.821 1.845 -1.796
H1 -4.669 2.015 -1.679
H2 -1.423 4.822 -1.645
H3 -3.846 4.395 -1.939
H4 0.662 3.938 -1.808
H5 0.789 3.223 -0.138
H6 -1.893 -2.685 -4.976
H7 -4.390 -0.224 -0.828
H8 1.744 -1.363 -4.103
O1 -2.325 -2.194 -5.733
H9 -2.361 -1.344 -5.173
H10 1.662 -1.303 -2.448
O2 1.848 -0.797 -3.340
H11 2.791 -0.572 -3.394
C8 2.087 2.492 -3.473
H12 2.398 3.548 -3.435
H13 2.881 1.929 -3.988
H14 1.161 2.422 -4.061
C9 3.269 2.624 -0.990
H15 4.146 1.985 -1.192
H16 3.462 3.637 -1.381
H17 3.109 2.669 0.098
C10 -3.020 -0.560 2.028
H18 -4.081 -0.783 2.208
H19 -2.377 -1.139 2.714
H20 -2.878 0.510 2.225
C11 -3.183 -2.670 0.166
H21 -2.561 -3.367 0.749
H22 -4.230 -2.674 0.512
H23 -3.154 -2.926 -0.903
O3 1.636 -4.427 1.310
S1 0.875 -3.405 1.988
O4 -0.518 -3.673 2.292
N2 1.016 -1.917 1.215
C12 1.597 -0.912 1.924
O5 1.698 0.254 1.418
C13 2.009 -1.353 3.272
C14 2.635 -0.616 4.299
C15 2.969 -1.313 5.461
C16 2.671 -2.688 5.566
C17 2.028 -3.405 4.545
C18 1.707 -2.698 3.404
H24 2.841 0.450 4.136
H25 3.460 -0.780 6.280
H26 2.944 -3.210 6.469
H27 1.780 -4.468 4.591

Output
- ΔE to the lowest compared entry with this formula, charge and spin (kJ/mol) = 725.3
- total energy (eV) = -62561.1851
- total charge = +1
- maximum force (hartree/bohr) = 0.0766